Record 1
C37H52AsN2O2PSSe2Si2Te2Y as an isolated structure, computed with the ωB97M-V functional and the def2-TZVPD basis.

Values from the calculation:
Relative energy (zero: lowest compared OMol25 entry of this formula, charge and spin) ... 57.4 kJ/mol
Gap between HOMO and LUMO ... 6.0 eV
Net charge ... -1
2S+1 ... 1
LUMO level ... 2.222 eV
HOMO energy ... -3.800 eV

CARTESIAN COORDINATES (ANGSTROEM)
Y (-0.040, 0.219, 0.380)
C (4.533, -3.698, -1.905)
C (3.312, -4.458, -1.466)
C (3.375, -5.848, -1.424)
C (2.277, -6.620, -1.084)
C (1.075, -6.003, -0.782)
C (1.002, -4.621, -0.807)
C (2.102, -3.832, -1.134)
P (1.757, -2.026, -1.120)
C (3.335, -1.384, -0.415)
C (3.436, -1.771, 0.926)
C (4.539, -1.446, 1.693)
C (5.562, -0.703, 1.124)
C (5.456, -0.285, -0.192)
C (4.355, -0.612, -0.986)
C (4.338, -0.110, -2.405)
C (1.496, -1.667, -2.871)
C (1.630, -2.600, -3.896)
C (1.146, -2.331, -5.165)
C (0.493, -1.119, -5.396)
C (0.352, -0.189, -4.386)
C (0.874, -0.417, -3.099)
C (0.788, 0.555, -2.029)
H (5.215, -4.363, -2.437)
H (5.068, -3.270, -1.055)
H (4.271, -2.876, -2.569)
H (4.311, -6.332, -1.678)
H (2.363, -7.698, -1.057)
H (0.207, -6.587, -0.510)
H (0.076, -4.129, -0.546)
H (2.623, -2.334, 1.376)
H (4.586, -1.758, 2.728)
H (6.440, -0.452, 1.705)
H (6.253, 0.303, -0.633)
H (5.348, -0.105, -2.816)
H (3.961, 0.915, -2.446)
H (3.701, -0.710, -3.050)
H (2.099, -3.556, -3.694)
H (1.262, -3.055, -5.960)
H (0.093, -0.903, -6.380)
H (-0.150, 0.751, -4.580)
H (0.297, 1.480, -2.338)
H (1.782, 0.791, -1.632)
Se (1.260, 0.067, 2.942)
Te (-1.138, 0.609, 3.393)
Te (-1.949, -2.004, 3.519)
Se (-0.568, -2.823, 1.613)
C (-0.587, 6.007, -0.805)
Si (-0.295, 4.220, -1.356)
C (-0.824, 4.122, -3.174)
C (1.597, 4.117, -1.462)
As (-1.352, 2.761, 0.130)
Si (-3.471, 2.849, -0.835)
C (-4.702, 2.253, 0.465)
C (-3.988, 4.650, -1.133)
C (-3.835, 1.941, -2.454)
H (0.036, 6.705, -1.369)
H (-0.346, 6.101, 0.254)
H (-1.626, 6.300, -0.931)
H (-0.457, 5.000, -3.710)
H (-1.903, 4.087, -3.290)
H (-0.410, 3.237, -3.658)
H (1.924, 4.715, -2.315)
H (1.964, 3.102, -1.603)
H (2.052, 4.537, -0.566)
H (-4.594, 2.859, 1.366)
H (-4.545, 1.212, 0.741)
H (-5.727, 2.355, 0.103)
H (-3.771, 5.251, -0.250)
H (-5.062, 4.698, -1.320)
H (-3.483, 5.106, -1.981)
H (-3.946, 0.875, -2.269)
H (-3.036, 2.079, -3.181)
H (-4.762, 2.317, -2.894)
O (1.457, 3.124, 1.509)
C (2.533, 2.728, 1.169)
O (2.691, 1.623, 0.421)
C (3.826, 3.409, 1.550)
N (4.911, 3.041, 0.641)
C (6.160, 2.889, 1.408)
C (5.804, 3.249, 2.853)
C (4.311, 2.941, 2.926)
H (3.618, 4.486, 1.564)
H (4.999, 3.702, -0.117)
H (3.659, 1.554, 0.236)
H (6.950, 3.520, 0.997)
H (6.495, 1.852, 1.345)
H (5.975, 4.312, 3.040)
H (6.387, 2.680, 3.576)
H (3.791, 3.455, 3.730)
H (4.129, 1.869, 3.041)
S (-2.863, -0.701, -0.258)
C (-2.524, -1.890, -1.418)
N (-2.422, -3.183, -1.018)
C (-2.176, -4.224, -1.839)
C (-2.019, -4.021, -3.175)
C (-2.088, -2.697, -3.654)
C (-2.340, -1.660, -2.801)
H (-2.341, -3.309, -0.001)
H (-2.085, -5.188, -1.361)
H (-1.802, -4.848, -3.832)
H (-1.918, -2.494, -4.702)
H (-2.388, -0.638, -3.149)

Atomic forces in eV per Å
-0.3 -0.7 -0.1
0.0 -0.1 0.0
0.1 0.0 -0.1
0.0 0.0 0.0
0.0 0.0 0.0
0.0 0.0 0.0
0.0 0.0 0.0
-0.1 0.0 0.1
0.1 0.0 0.0
0.0 0.0 0.0
0.0 0.0 0.0
0.0 0.0 0.0
0.0 0.0 0.0
0.0 0.0 0.0
0.0 0.0 0.0
0.0 0.0 0.0
-0.1 0.1 0.0
0.0 0.0 0.0
0.0 0.0 0.0
0.0 -0.1 0.0
0.0 0.0 0.0
0.0 0.0 -0.1
-0.1 0.0 0.3
0.0 0.0 0.0
0.0 0.0 0.0
0.0 0.0 0.0
0.0 0.0 0.0
0.0 0.0 0.0
-0.1 0.0 0.0
0.0 0.0 0.0
0.0 0.0 0.0
0.0 0.0 0.0
0.0 0.0 0.0
0.0 0.0 0.0
0.0 0.0 0.0
0.0 0.0 0.0
0.0 0.0 0.0
0.0 0.0 0.0
0.0 0.0 0.0
0.0 0.0 0.0
0.0 0.0 0.0
0.1 -0.1 0.0
0.0 0.1 0.0
0.0 0.2 0.0
0.2 -0.2 -0.1
-0.1 -0.1 0.1
0.0 0.2 0.0
0.0 -0.1 0.0
0.0 0.2 0.0
0.0 -0.1 0.1
0.0 0.0 0.0
-0.1 0.5 -0.2
-0.1 0.0 0.1
0.1 0.0 0.0
0.1 -0.1 0.0
0.0 0.0 0.1
0.1 0.0 -0.1
0.0 0.0 0.1
-0.2 0.0 0.0
0.1 0.1 0.0
-0.2 0.0 0.0
0.0 -0.1 0.0
0.0 0.1 -0.1
0.0 -0.1 0.0
0.0 0.1 0.0
0.0 0.0 0.0
0.0 -0.1 0.0
-0.1 0.0 0.0
0.0 0.1 0.1
-0.1 0.0 0.0
0.1 0.1 -0.1
0.0 0.0 0.0
0.1 0.0 -0.1
-0.1 0.1 0.0
0.0 -0.1 0.0
0.0 0.0 0.0
0.0 0.1 0.1
-0.1 0.1 0.0
0.1 0.0 0.0
0.1 0.0 0.0
0.0 0.0 0.0
0.0 0.0 0.0
0.0 -0.1 0.0
0.0 0.0 0.0
-0.2 -0.1 -0.1
0.0 0.0 0.0
0.0 0.0 0.0
0.0 0.0 0.0
0.0 0.0 0.0
0.0 0.0 0.0
0.0 0.0 0.0
0.3 0.2 0.1
0.1 -0.1 -0.1
0.0 0.0 -0.1
0.0 0.1 -0.1
0.0 0.1 0.0
0.0 -0.1 0.0
0.0 0.1 0.1
0.0 0.0 0.2
0.0 0.0 0.0
0.0 0.0 0.0
0.0 0.0 0.0
0.0 0.0 0.0


Record 2
C37H52AsN2O2PSSe2Si2Te2Y as an isolated structure, computed with the ωB97M-V functional and the def2-TZVPD basis.

Values from the calculation:
Relative energy (zero: lowest compared OMol25 entry of this formula, charge and spin) ... 4.4 kJ/mol
Gap between HOMO and LUMO ... 6.4 eV
Net charge ... -1
2S+1 ... 1
LUMO level ... 2.137 eV
HOMO energy ... -4.290 eV

CARTESIAN COORDINATES (ANGSTROEM)
Y (0.625, 0.163, 0.143)
C (-3.093, 1.419, 4.046)
C (-2.620, 2.755, 4.549)
C (-3.200, 3.312, 5.683)
C (-2.799, 4.549, 6.168)
C (-1.798, 5.246, 5.511)
C (-1.208, 4.702, 4.378)
C (-1.606, 3.463, 3.882)
P (-0.851, 2.682, 2.398)
C (0.503, 3.879, 2.025)
C (1.563, 3.643, 2.912)
C (2.689, 4.444, 2.949)
C (2.803, 5.484, 2.040)
C (1.789, 5.697, 1.123)
C (0.624, 4.925, 1.095)
C (-0.412, 5.302, 0.070)
C (-2.231, 2.825, 1.217)
C (-3.052, 3.952, 1.150)
C (-4.029, 4.073, 0.183)
C (-4.181, 3.037, -0.742)
C (-3.426, 1.888, -0.638)
C (-2.465, 1.717, 0.378)
C (-1.795, 0.420, 0.574)
H (-3.711, 1.535, 3.151)
H (-3.675, 0.900, 4.808)
H (-2.245, 0.791, 3.760)
H (-3.979, 2.760, 6.197)
H (-3.264, 4.960, 7.055)
H (-1.472, 6.212, 5.876)
H (-0.425, 5.253, 3.872)
H (1.495, 2.798, 3.590)
H (3.476, 4.239, 3.663)
H (3.686, 6.110, 2.027)
H (1.892, 6.490, 0.391)
H (0.065, 5.847, -0.744)
H (-1.174, 5.949, 0.511)
H (-0.918, 4.444, -0.358)
H (-2.898, 4.758, 1.860)
H (-4.649, 4.959, 0.132)
H (-4.918, 3.120, -1.532)
H (-3.587, 1.073, -1.335)
H (-2.294, -0.348, -0.026)
H (-1.868, 0.149, 1.632)
Se (1.876, -2.041, -1.335)
Te (-0.227, -1.421, -2.584)
Te (0.748, 0.800, -3.769)
Se (0.539, 2.366, -1.806)
C (1.948, -3.013, 3.768)
Si (3.293, -2.029, 2.877)
C (4.687, -1.771, 4.125)
C (3.999, -3.208, 1.574)
As (2.471, 0.047, 2.247)
Si (4.403, 0.895, 1.246)
C (5.410, -0.342, 0.238)
C (5.584, 1.609, 2.538)
C (3.936, 2.298, 0.083)
H (2.412, -3.821, 4.343)
H (1.260, -3.465, 3.050)
H (1.371, -2.386, 4.448)
H (4.951, -2.715, 4.614)
H (4.395, -1.051, 4.891)
H (5.584, -1.390, 3.633)
H (3.826, -4.240, 1.895)
H (5.076, -3.072, 1.463)
H (3.546, -3.067, 0.592)
H (6.007, -1.000, 0.873)
H (6.098, 0.212, -0.410)
H (4.774, -0.957, -0.401)
H (6.026, 0.824, 3.154)
H (5.054, 2.293, 3.203)
H (6.396, 2.160, 2.052)
H (3.536, 1.926, -0.864)
H (4.822, 2.900, -0.145)
H (3.184, 2.967, 0.510)
O (-0.848, -1.219, 3.229)
C (-1.028, -2.011, 2.190)
O (-0.252, -2.053, 1.255)
C (-2.270, -2.870, 2.258)
N (-3.238, -2.282, 3.193)
C (-3.919, -3.365, 3.935)
C (-3.353, -4.665, 3.360)
C (-1.971, -4.243, 2.869)
H (-2.644, -2.982, 1.237)
H (-3.887, -1.675, 2.710)
H (-1.682, -1.302, 3.750)
H (-5.002, -3.294, 3.825)
H (-3.690, -3.279, 5.000)
H (-3.951, -5.000, 2.510)
H (-3.320, -5.468, 4.096)
H (-1.533, -4.926, 2.147)
H (-1.278, -4.136, 3.710)
S (-2.437, -4.288, -1.257)
C (-1.277, -5.224, -0.492)
N (-0.078, -4.685, -0.125)
C (0.905, -5.340, 0.522)
C (0.756, -6.647, 0.871)
C (-0.455, -7.281, 0.515)
C (-1.436, -6.599, -0.143)
H (0.102, -3.699, -0.348)
H (1.788, -4.748, 0.724)
H (1.544, -7.168, 1.391)
H (-0.609, -8.323, 0.769)
H (-2.369, -7.069, -0.419)

Atomic forces in eV per Å
-0.6 -0.6 -0.8
0.0 0.0 0.0
0.0 0.0 0.0
0.0 0.0 0.0
0.0 0.0 0.0
0.0 0.0 0.0
0.0 0.0 0.0
0.0 0.0 0.0
0.1 0.0 -0.1
0.0 0.1 0.0
0.0 0.0 0.0
0.0 0.0 0.0
0.0 0.0 0.0
0.0 0.0 0.0
0.0 0.0 0.0
0.0 0.0 0.0
0.0 0.1 0.1
0.1 0.0 0.0
0.0 0.0 0.0
0.0 0.0 0.0
0.0 0.0 0.0
-0.1 -0.1 -0.1
0.0 0.1 0.0
0.0 0.0 0.0
0.0 0.0 0.0
0.0 0.1 0.0
0.0 0.0 0.0
0.0 0.0 0.0
0.0 0.0 0.0
0.0 0.0 0.0
0.0 0.0 0.0
0.0 0.0 0.0
0.0 0.0 0.0
0.0 0.0 0.0
0.0 0.0 0.0
0.0 0.0 0.0
0.0 -0.1 0.0
0.0 0.0 0.0
0.0 0.0 0.0
0.0 0.0 0.0
0.0 0.0 0.0
0.0 -0.1 0.0
0.0 0.1 -0.1
-0.2 0.2 0.2
0.1 0.0 -0.1
-0.1 0.1 0.0
0.2 -0.2 0.4
0.0 0.0 0.0
0.0 0.0 0.0
0.0 0.0 0.0
0.0 0.0 0.0
0.5 0.1 0.4
0.0 0.0 0.0
0.0 0.1 0.0
0.0 0.0 0.0
0.0 0.0 0.0
0.0 0.0 0.0
0.0 0.0 0.0
0.0 0.0 0.0
0.0 0.0 0.0
0.0 0.0 0.0
0.0 0.0 0.0
0.0 0.0 0.0
0.0 0.0 0.0
0.0 0.0 0.0
0.0 0.0 0.0
0.0 0.0 0.0
0.0 0.0 0.0
0.0 0.0 0.0
0.0 0.0 0.0
0.0 0.0 0.0
0.0 0.0 0.0
0.0 0.0 0.0
0.0 0.0 0.0
0.1 -0.1 0.0
-0.1 0.0 0.0
0.1 0.4 0.0
0.0 0.0 0.0
0.0 0.0 0.0
0.0 0.0 0.0
0.0 0.0 0.0
0.0 0.0 0.0
0.0 0.0 0.0
0.0 0.0 0.0
0.0 0.0 0.0
0.0 0.0 0.0
0.0 0.0 0.0
0.0 0.0 0.0
0.0 0.0 0.0
0.0 0.0 0.0
0.0 0.0 0.0
0.0 0.0 0.0
0.0 0.0 0.0
0.0 0.1 -0.1
0.1 0.0 0.0
0.0 0.0 0.0
0.0 0.0 0.0
0.0 0.0 0.0
0.0 -0.1 0.0
0.0 0.0 0.0
0.0 0.0 0.0
0.0 0.0 0.0
0.0 0.0 0.0